The following is a DFT calculation (wB97M-V/def2-TZVPD) of a molecular structure, C6F18MgO18S6 in a non-equilibrium geometry.

Summary:
- lowest unoccupied orbital energy (hartree) = 0.0370
- relative energy (zero: lowest compared OMol25 entry of this formula, charge and spin) (kJ/mol) = 1063.5
- charge = -4
- strongest force on any atom (eV/A) = 5.009
- electronic energy (Eh) = -5969.587549
- HOMO level (eV) = -1.59

The geometry in XYZ format:
```
49
Properties=species:S:1:pos:R:3:forces:R:3
Mg 0.037182 0.591819 0.314566 0.1 -0.3 -0.1
C -0.634488 2.160149 7.230076 -0.9 2.0 -2.1
F 0.547272 2.750079 6.938806 -0.4 0.3 0.4
F -0.357498 1.042159 7.810446 -0.1 -1.2 0.9
F -1.350318 2.969499 8.074546 0.8 -0.6 -0.1
S -1.665398 1.956859 5.603406 -3.1 -2.2 -1.7
O -0.754108 1.957529 4.476856 1.5 -0.2 0.3
O -2.275888 0.602589 5.835806 1.1 2.8 0.3
O -2.629008 3.058089 5.385496 1.1 -0.9 1.9
C -0.008418 -6.287691 1.549956 0.7 1.6 0.2
F 1.002902 -6.004771 0.764116 1.2 0.6 -1.4
F -1.103698 -6.318741 0.801286 -0.4 -0.8 0.1
F 0.331882 -7.475701 2.039146 -1.1 -0.7 0.8
S -0.142508 -4.850771 2.750676 0.2 4.3 2.5
O -0.065718 -3.575691 1.925486 0.2 -3.1 0.7
O -1.470528 -4.960811 3.350546 0.7 -1.0 -0.6
O 0.970572 -4.934891 3.751626 -1.6 -0.8 -2.4
C 1.097852 -3.019331 -5.714274 0.2 5.0 -0.1
F 0.994882 -2.963571 -7.129014 0.0 -1.4 2.3
F 0.232312 -3.794751 -5.097764 0.2 -0.8 -1.0
F 2.347072 -3.276971 -5.355254 0.1 -1.5 -0.6
S 0.880452 -1.152651 -5.126404 -1.5 1.3 1.4
O 0.727492 -1.207601 -3.625094 0.8 -0.5 -2.4
O 2.078732 -0.433491 -5.602914 -1.4 -1.5 0.4
O -0.401348 -0.757001 -5.747874 1.5 -0.6 0.1
C -6.598358 -0.791471 -1.820964 0.5 -0.1 2.5
F -6.191578 0.169769 -2.584884 -0.1 1.4 -1.6
F -7.938218 -0.722751 -1.643604 0.3 -0.1 -0.3
F -6.304628 -1.939841 -2.414114 -0.1 -0.4 0.1
S -5.714538 -0.451971 -0.142204 2.2 -1.9 3.9
O -4.361018 0.060039 -0.402414 -0.5 -0.9 -1.5
O -6.427048 0.549339 0.581916 -2.2 1.7 -0.7
O -5.732768 -1.680601 0.688726 -0.1 0.4 -2.5
C 6.541892 -1.293931 0.321966 -1.4 2.7 1.1
F 7.753692 -1.247041 -0.188694 1.0 -0.5 0.0
F 5.752372 -1.972461 -0.471104 -0.1 -1.5 -0.1
F 6.588262 -1.821331 1.594156 0.0 0.2 -1.7
S 5.748442 0.463229 0.309356 -1.7 2.4 1.8
O 5.744422 1.024389 -1.038694 0.9 -1.3 0.7
O 4.358902 0.193249 0.775596 1.3 -0.5 -0.4
O 6.485732 1.277199 1.306616 -0.2 -1.6 -1.3
C -0.512638 7.018379 -2.860374 3.0 -1.9 0.3
F -1.042498 7.799149 -1.913284 -0.3 0.0 -1.2
F -1.395888 6.127479 -3.321404 -0.4 1.2 -0.3
F 0.055292 7.746929 -3.894114 -1.7 -0.2 1.1
S 0.967672 5.996709 -2.130744 1.4 -1.3 2.2
O 1.948132 5.782259 -3.185964 -1.1 0.4 -0.2
O 1.484512 6.980039 -1.122274 -1.5 -1.8 -1.2
O 0.400162 4.658919 -1.647734 0.6 3.6 -0.6
```
Forces are in eV/Å.

Atomic charges from the Mulliken analysis, expressed in e, are listed below:
1 Mg 1.74
2 C 0.57
3 F -0.24
4 F -0.20
5 F -0.25
6 S 1.09
7 O -0.64
8 O -0.66
9 O -0.65
10 C 0.59
11 F -0.23
12 F -0.21
13 F -0.23
14 S 1.09
15 O -0.63
16 O -0.65
17 O -0.67
18 C 0.55
19 F -0.24
20 F -0.19
21 F -0.21
22 S 1.05
23 O -0.64
24 O -0.63
25 O -0.67
26 C 0.58
27 F -0.21
28 F -0.23
29 F -0.22
30 S 1.11
31 O -0.63
32 O -0.63
33 O -0.66
34 C 0.59
35 F -0.22
36 F -0.20
37 F -0.22
38 S 1.08
39 O -0.61
40 O -0.66
41 O -0.67
42 C 0.56
43 F -0.21
44 F -0.21
45 F -0.24
46 S 1.03
47 O -0.63
48 O -0.68
49 O -0.63

=====

The following is a DFT calculation (wB97M-V/def2-TZVPD) of a molecular structure, C6F18O18S6V in a non-equilibrium geometry.

Summary:
- lowest unoccupied orbital energy (spin up / spin down) (hartree) = 0.3074 / 0.3073
- relative energy (zero: lowest compared OMol25 entry of this formula, charge and spin) (kJ/mol) = 337.6
- spin multiplicity = 4
- charge = -4
- strongest force on any atom (eV/A) = 4.047
- electronic energy (Eh) = -6713.750208
- HOMO level (spin up / spin down) (eV) = 3.55 / 0.97

The geometry in XYZ format:
```
49
Properties=species:S:1:pos:R:3:forces:R:3
V -0.037949 -0.392781 0.104236 1.1 0.7 -0.7
C 2.446678 3.084614 0.554919 -0.5 -2.1 0.6
F 3.500468 3.899491 0.539405 0.0 0.7 -0.7
F 1.886796 3.268769 1.791860 -0.3 0.2 -1.3
F 1.589156 3.339774 -0.468328 0.7 0.6 1.4
S 3.025524 1.304415 0.413957 1.2 -1.9 -1.7
O 1.830283 0.477510 0.654779 1.1 1.3 0.9
O 3.574641 1.113578 -0.912224 -0.7 1.7 0.4
O 4.107004 1.233635 1.385933 -0.9 0.3 1.1
C 0.109759 2.292500 -3.707535 1.1 -1.3 0.0
F -0.053289 2.408770 -5.093034 -0.4 0.2 1.7
F 1.078785 3.211601 -3.384177 -1.8 -0.4 -0.1
F -1.069509 2.465406 -3.053618 1.7 0.6 -1.3
S 0.803320 0.536710 -3.307512 1.0 -2.5 3.0
O 0.052923 -0.349169 -4.200182 0.4 1.3 0.4
O 2.264707 0.520137 -3.465677 -2.3 1.1 -0.9
O 0.464907 0.337301 -1.833140 0.0 1.2 -3.5
C -0.406896 -3.570874 2.787510 -0.5 3.9 0.3
F 0.731708 -3.854618 3.393801 0.4 -0.9 0.5
F -0.283324 -3.771529 1.504453 -0.1 -0.7 -0.6
F -1.424224 -4.250300 3.291283 -0.1 -1.6 0.3
S -0.909311 -1.733478 3.137206 0.8 1.9 0.5
O -0.306149 -1.334320 4.419698 -0.4 -1.3 -0.9
O -0.387741 -0.910294 2.045170 0.4 -1.2 0.8
O -2.341979 -1.776724 3.110928 -0.7 -0.7 0.3
C -1.559641 4.179703 0.655590 -1.1 -3.1 0.3
F -1.210666 4.291492 -0.653637 -0.2 0.2 1.3
F -0.700398 4.708354 1.467014 2.0 1.4 0.2
F -2.703442 4.855674 0.875140 -0.4 0.2 -0.7
S -1.784241 2.329477 1.367855 -2.0 -1.0 2.0
O -0.922712 1.445704 0.636329 0.8 0.7 -1.1
O -1.421120 2.393186 2.794186 -0.1 1.1 -1.6
O -3.197540 2.040438 1.155403 0.6 1.0 -0.2
C 3.417835 -3.174899 0.480816 -1.1 1.0 -0.5
F 3.952853 -4.339343 0.087376 1.0 0.0 0.3
F 2.550774 -3.499701 1.467612 0.9 0.4 -0.1
F 4.373457 -2.317036 0.965874 -0.9 -1.5 -0.3
S 2.461664 -2.416909 -1.002025 1.1 1.1 -2.5
O 1.199127 -2.064649 -0.357911 0.2 -0.8 -0.1
O 3.259636 -1.278675 -1.484198 -1.0 -2.7 1.2
O 2.366913 -3.527141 -1.983554 0.0 0.9 1.8
C -4.495306 -1.656507 -0.258520 1.0 1.4 1.9
F -5.618463 -1.931185 -0.953360 0.3 0.3 -0.1
F -4.764491 -0.626928 0.622556 -0.2 -0.9 -1.2
F -4.274981 -2.717727 0.550545 0.1 0.0 -0.8
S -2.994313 -1.129992 -1.369830 0.5 1.4 -0.7
O -3.125143 -2.083670 -2.444083 0.1 -0.8 0.3
O -3.272477 0.235538 -1.805935 -0.2 -1.2 1.0
O -1.783611 -1.265330 -0.522955 -2.5 -0.7 -0.8
```
Forces are in eV/Å.

Atomic charges from the Mulliken analysis, expressed in e, are listed below:
1 V 0.95
2 C 0.43
3 F -0.26
4 F -0.23
5 F -0.15
6 S 1.32
7 O -0.55
8 O -0.67
9 O -0.77
10 C 0.52
11 F -0.27
12 F -0.24
13 F -0.16
14 S 1.10
15 O -0.72
16 O -0.61
17 O -0.01
18 C 0.58
19 F -0.24
20 F -0.19
21 F -0.26
22 S 1.25
23 O -0.75
24 O -0.49
25 O -0.74
26 C 0.52
27 F -0.19
28 F -0.23
29 F -0.26
30 S 1.16
31 O -0.33
32 O -0.70
33 O -0.73
34 C 0.54
35 F -0.26
36 F -0.20
37 F -0.24
38 S 1.01
39 O -0.59
40 O -0.59
41 O -0.73
42 C 0.44
43 F -0.24
44 F -0.22
45 F -0.24
46 S 1.19
47 O -0.71
48 O -0.65
49 O -0.56

=====

The following is a DFT calculation (wB97M-V/def2-TZVPD) of C6F6 in the gas phase in a non-equilibrium geometry.

Summary:
- lowest unoccupied orbital energy (spin up / spin down) (hartree) = 0.0146 / -0.1528
- spin multiplicity = 3
- strongest force on any atom (eV/A) = 3.904
- electronic energy (Eh) = -827.527246
- HOMO level (spin up / spin down) (eV) = -6.85 / -9.77

The geometry in XYZ format:
```
12
Properties=species:S:1:pos:R:3:forces:R:3
C -1.177720 -0.935666 0.076451 -0.7 -0.4 -0.3
C 1.121196 -0.307998 -0.181541 0.2 0.3 -1.8
C -2.164408 -1.632746 0.130677 1.2 -0.1 -0.1
C 2.384798 -0.547481 -0.081868 2.9 -0.6 1.1
C -0.173249 0.021083 -0.091467 -3.3 2.0 0.8
C -0.708777 1.522294 -0.042544 -0.4 -3.1 0.3
F -3.010641 -2.589250 0.069437 -0.5 0.1 0.1
F 2.917343 -0.607749 1.143386 0.9 -0.1 -0.2
F 3.449006 -0.779423 -0.920986 -2.1 0.4 0.8
F 0.286913 2.339513 -0.052415 1.6 1.6 0.1
F -1.462738 1.754527 -1.122822 -0.3 0.2 0.2
F -1.461720 1.762898 1.073696 0.5 -0.2 -1.0
```
Forces are in eV/Å.

Atomic charges from the Mulliken analysis, expressed in e, are listed below:
1 C -0.80
2 C 0.00
3 C 1.02
4 C 0.42
5 C -0.27
6 C 0.91
7 F -0.25
8 F -0.12
9 F -0.16
10 F -0.26
11 F -0.23
12 F -0.25

=====

The following is a DFT calculation (wB97M-V/def2-TZVPD) of a molecular structure, C6H10 in a non-equilibrium geometry.

Summary:
- lowest unoccupied orbital energy (hartree) = 0.0343
- relative energy (zero: lowest compared OMol25 entry of this formula, charge and spin) (kJ/mol) = 744.5
- strongest force on any atom (eV/A) = 5.051
- electronic energy (Eh) = -234.318965
- HOMO level (eV) = -8.75

The geometry in XYZ format:
```
16
Properties=species:S:1:pos:R:3:forces:R:3
C -1.006121 -0.199021 -0.958964 -0.5 -1.6 -1.6
C 0.280737 -1.333614 -0.589197 1.4 -1.4 -0.1
C 1.451936 -0.360656 0.160366 1.0 -3.1 2.0
C 0.994639 1.000233 0.420751 0.8 2.8 1.7
C -0.260796 1.358236 0.655283 -1.2 -0.5 1.0
C -1.395866 0.330721 0.488887 0.6 0.4 -1.1
H -0.483611 1.074837 -1.673412 -1.7 -4.4 1.8
H -2.070773 -0.792415 -1.610921 3.7 1.9 2.0
H 1.048239 -2.083130 -1.630020 -2.9 2.6 3.0
H -0.135588 -2.424547 0.298027 1.1 3.8 -2.9
H 2.477566 -0.346434 -0.347738 -1.7 -0.3 0.4
H 1.760083 -0.805952 1.355247 -1.0 0.9 -3.5
H 1.755601 1.826159 0.686070 -0.9 -1.5 -0.9
H -0.545465 2.374847 0.941283 0.3 -0.3 -0.1
H -2.386049 0.797366 0.452020 0.3 0.2 -0.1
H -1.484532 -0.416631 1.352318 0.6 0.6 -1.5
```
Forces are in eV/Å.

Atomic charges from the Mulliken analysis, expressed in e, are listed below:
1 C -0.56
2 C -0.55
3 C -0.36
4 C -0.20
5 C -0.47
6 C -0.48
7 H 0.26
8 H 0.24
9 H 0.26
10 H 0.23
11 H 0.31
12 H 0.17
13 H 0.27
14 H 0.32
15 H 0.30
16 H 0.27

=====

The following is a DFT calculation (wB97M-V/def2-TZVPD) of C6H10 in the gas phase in a non-equilibrium geometry.

Summary:
- lowest unoccupied orbital energy (hartree) = 0.0392
- relative energy (zero: lowest compared OMol25 entry of this formula, charge and spin) (kJ/mol) = 140.4
- strongest force on any atom (eV/A) = 2.874
- electronic energy (Eh) = -234.549044
- SMILES = C=C/C(C)=C/C
- HOMO level (eV) = -8.34

The geometry in XYZ format:
```
16
Properties=species:S:1:pos:R:3:forces:R:3
C -1.903189 -1.389847 -0.584467 0.5 2.6 1.1
C -1.552725 -0.139242 -0.181202 0.0 -1.6 -0.9
C -0.141934 0.270800 -0.076207 0.6 0.9 0.7
C 0.115808 1.772323 -0.208274 -0.2 -0.9 0.2
C 0.822523 -0.582650 0.326711 -0.4 -0.4 -0.9
C 2.231096 -0.205177 0.687472 -0.2 0.6 -0.8
H -1.068036 -1.876463 -1.059836 -0.4 -1.2 0.1
H -2.859712 -1.742981 -0.223348 -0.1 -0.5 -1.0
H -2.304127 0.601986 0.077043 0.0 -0.2 0.5
H 1.035067 2.077786 0.289966 -0.1 0.1 -0.1
H -0.721612 2.309258 0.240577 0.1 0.2 -0.2
H 0.169874 1.988123 -1.278115 0.0 0.3 0.1
H 0.598432 -1.642231 0.232369 -0.2 0.0 0.7
H 2.254231 0.197115 1.703833 0.2 0.1 -0.1
H 2.518751 0.555160 -0.047285 0.4 0.1 0.5
H 2.978712 -0.993171 0.604776 -0.3 -0.2 0.1
```
Forces are in eV/Å.

Atomic charges from the Mulliken analysis, expressed in e, are listed below:
1 C -0.80
2 C -0.31
3 C 0.72
4 C -1.30
5 C -0.23
6 C -1.22
7 H 0.35
8 H 0.27
9 H 0.31
10 H 0.36
11 H 0.38
12 H 0.27
13 H 0.26
14 H 0.28
15 H 0.33
16 H 0.34

=====

The following is a DFT calculation (wB97M-V/def2-TZVPD) of C6H10 in the gas phase in a non-equilibrium geometry.

Summary:
- lowest unoccupied orbital energy (hartree) = 0.0464
- relative energy (zero: lowest compared OMol25 entry of this formula, charge and spin) (kJ/mol) = 120.4
- strongest force on any atom (eV/A) = 1.183
- electronic energy (Eh) = -234.556639
- SMILES = C[C@@H]1C=CCC1
- HOMO level (eV) = -8.67

The geometry in XYZ format:
```
16
Properties=species:S:1:pos:R:3:forces:R:3
C 2.030710 -0.273057 0.084941 -0.1 0.0 0.0
C 0.602780 -0.042487 -0.468904 -0.2 0.1 -0.1
C -0.010632 1.249185 0.076946 0.1 0.2 0.4
C -1.254972 1.042178 0.534257 0.0 0.8 -0.1
C -1.814961 -0.119996 -0.213466 0.7 -0.7 0.4
C -0.521541 -0.992391 0.001879 -0.2 -0.4 -0.7
H 2.107594 -0.121523 1.169636 -0.3 0.0 -0.2
H 2.752441 0.414774 -0.378742 -0.3 -0.1 0.1
H 2.391375 -1.287391 -0.128672 -0.2 0.1 0.0
H 0.675754 -0.123663 -1.562015 -0.1 0.3 0.0
H 0.520647 2.190777 0.128917 0.3 -0.2 0.5
H -1.773313 1.533605 1.341163 -0.2 0.9 -0.4
H -2.744570 -0.620055 0.043599 0.0 0.1 0.8
H -2.026439 0.295111 -1.230403 0.6 -0.9 0.3
H -0.607484 -1.955236 -0.477748 0.4 -0.4 -0.5
H -0.327388 -1.189837 1.078619 -0.6 0.2 -0.5
```
Forces are in eV/Å.

Atomic charges from the Mulliken analysis, expressed in e, are listed below:
1 C -1.50
2 C 0.53
3 C -0.61
4 C -0.46
5 C -0.44
6 C -0.85
7 H 0.34
8 H 0.38
9 H 0.36
10 H 0.23
11 H 0.41
12 H 0.40
13 H 0.34
14 H 0.20
15 H 0.37
16 H 0.29

=====

The following is a DFT calculation (wB97M-V/def2-TZVPD) of C6H10 in the gas phase in a non-equilibrium geometry.

Summary:
- lowest unoccupied orbital energy (hartree) = 0.0433
- relative energy (zero: lowest compared OMol25 entry of this formula, charge and spin) (kJ/mol) = 142.3
- strongest force on any atom (eV/A) = 1.834
- electronic energy (Eh) = -234.548296
- SMILES = C[C@@H]1C=CCC1
- HOMO level (eV) = -8.74

The geometry in XYZ format:
```
16
Properties=species:S:1:pos:R:3:forces:R:3
C -1.710403 -0.696144 0.304010 0.1 -0.1 0.0
C -0.833091 0.436957 -0.255341 0.4 0.0 0.0
C 0.129758 -0.040005 -1.314997 0.1 -0.4 -0.4
C 1.310145 -0.484995 -0.870192 -0.4 0.4 -0.4
C 1.629099 -0.036024 0.504873 -1.2 0.9 0.3
C 0.184088 0.937584 0.769147 1.1 -0.8 0.3
H -2.223576 -1.269538 -0.474591 0.1 0.1 0.0
H -2.476933 -0.309017 0.987728 0.2 0.0 -0.1
H -1.081241 -1.388870 0.870839 0.0 0.0 -0.1
H -1.500064 1.203006 -0.685826 0.4 0.1 0.5
H -0.112881 0.019358 -2.363930 -0.4 -0.7 -0.2
H 1.905378 -1.188928 -1.446920 0.4 0.6 -0.1
H 2.179145 -0.854530 1.058376 -1.6 0.7 0.5
H 2.315021 0.789638 0.596350 0.8 0.1 -0.7
H 0.391428 1.999728 0.508906 0.5 -0.8 0.3
H -0.105874 0.881781 1.811569 -0.3 0.0 0.1
```
Forces are in eV/Å.

Atomic charges from the Mulliken analysis, expressed in e, are listed below:
1 C -1.39
2 C 0.36
3 C -0.58
4 C -0.31
5 C -0.57
6 C -0.94
7 H 0.37
8 H 0.33
9 H 0.32
10 H 0.35
11 H 0.40
12 H 0.40
13 H 0.29
14 H 0.29
15 H 0.31
16 H 0.37

=====

The following is a DFT calculation (wB97M-V/def2-TZVPD) of C6H10 in the gas phase.

Summary:
- lowest unoccupied orbital energy (spin up / spin down) (hartree) = 0.0043 / 0.0036
- relative energy (zero: lowest compared OMol25 entry of this formula, charge and spin) (kJ/mol) = 467.6
- strongest force on any atom (eV/A) = 0.367
- electronic energy (Eh) = -234.424422
- HOMO level (spin up / spin down) (eV) = -7.20 / -7.16

The geometry in XYZ format:
```
16
Properties=species:S:1:pos:R:3:forces:R:3
C 1.844217 0.290589 -0.749642 0.0 0.1 0.0
C 1.147751 -0.961833 -1.267163 0.0 0.0 0.0
C -0.291568 -1.107990 -0.848726 0.0 0.0 0.0
C -0.995324 -0.264131 0.004533 0.0 0.4 -0.1
C -1.355706 0.856459 0.549831 0.0 -0.3 0.0
C -1.702841 1.220728 1.948347 0.0 0.0 0.0
H 1.243493 1.183393 -0.948168 0.1 -0.1 0.0
H 2.817101 0.414758 -1.236702 -0.1 0.0 0.1
H 2.009719 0.233965 0.331378 0.0 0.0 -0.1
H 1.717994 -1.863619 -1.004430 -0.1 0.1 0.0
H 1.126755 -0.947436 -2.369037 0.0 0.0 0.1
H -0.820867 -1.969918 -1.253394 0.0 0.1 0.1
H -1.126585 -1.323254 0.505868 0.0 -0.1 0.1
H -2.198246 2.195487 2.014269 0.1 -0.2 0.0
H -2.376169 0.477124 2.399349 0.1 0.1 -0.1
H -0.806987 1.258701 2.582961 -0.1 0.0 -0.1
```
Forces are in eV/Å.

Atomic charges from the Mulliken analysis, expressed in e, are listed below:
1 C -1.24
2 C -0.18
3 C -0.78
4 C 0.42
5 C -0.26
6 C -0.83
7 H 0.32
8 H 0.36
9 H 0.30
10 H 0.29
11 H 0.27
12 H 0.35
13 H 0.16
14 H 0.29
15 H 0.29
16 H 0.23